1.
The following is a quantum chemistry calculation of 2 unconnected molecules or ions with the total composition C3H7NO3S in a non-equilibrium geometry, from OMol25.

XYZ file:
```
15
Properties=species:S:1:pos:R:3:forces:R:3:lowdin_charge:R:1
S -2.92855 -0.43182 1.21766 1.292 0.675 -2.587 0.899
O -1.94112 -1.05575 0.32485 -0.965 -0.157 0.901 -0.480
O -2.15809 0.61167 2.14563 0.096 1.326 -0.313 -0.336
O -3.75814 0.56443 0.09426 -0.047 0.226 2.282 -0.309
N 0.33406 0.75582 0.74161 -0.113 -0.161 -0.706 0.081
C 2.64323 -0.76220 -1.56304 2.044 -1.765 -0.739 0.014
C 2.30616 -0.09397 -0.51667 -2.864 1.154 1.373 -0.171
C 0.86345 -0.00897 -0.13279 -0.345 -0.306 -0.593 -0.221
H 2.94194 0.45251 0.09021 1.526 0.881 1.074 0.076
H 0.22194 -0.73104 -0.74834 0.454 1.075 1.212 0.117
H 0.96751 1.42411 1.17325 0.580 -0.285 -0.075 0.061
H -3.62828 0.32592 -0.82171 0.608 -0.574 -0.289 0.038
H -1.43755 1.24059 1.76911 -1.203 -1.958 -0.146 0.092
H 3.71180 -0.98539 -1.73935 -0.835 0.341 -0.510 0.084
H 1.86164 -1.30592 -2.03468 -0.225 -0.474 -0.882 0.055
```
Positions in Å, forces in eV/Å.

The calculation puts the HOMO-LUMO gap at 10.6 eV. The calculation puts the energy relative to the best compared isomer or geometry (same formula, charge and spin) at 1.803 eV. The LUMO energy is 0.601 eV.

2.
The following is a quantum chemistry calculation of a single C3H7NO3S molecule in a non-equilibrium geometry, from OMol25.

XYZ file:
```
15
Properties=species:S:1:pos:R:3:forces:R:3:lowdin_charge:R:1
S 1.30602 0.39112 -0.03182 0.623 0.381 0.837 0.802
O 0.91296 -2.24011 -0.06284 -1.511 -0.010 2.463 0.012
O 2.23344 -0.07193 -1.08333 -1.952 0.666 1.070 -0.317
O 1.86713 1.11399 1.10010 -0.421 -0.675 -0.601 -0.328
N -1.03651 -0.84825 0.02505 -0.863 -0.439 -0.804 -0.018
C -1.31613 0.56554 0.10805 1.753 -0.410 -0.663 -0.242
C -0.19560 1.27335 -0.59297 0.972 2.032 1.690 -0.201
C 0.28046 -1.12207 0.51356 0.695 -0.503 -2.218 -0.402
H -1.20342 0.89242 1.09402 -0.233 0.696 2.026 0.101
H 0.30473 -1.28115 1.52966 0.400 0.119 2.572 0.118
H -0.25482 2.37848 -0.35824 0.763 -1.230 0.436 0.138
H 1.19080 -1.87350 -0.85933 1.293 0.267 -2.927 0.025
H -1.77300 -1.40539 0.45814 0.524 0.008 -0.071 0.138
H -0.07340 1.31344 -1.60528 -0.551 -0.775 -3.068 0.061
H -2.24265 0.91403 -0.23480 -1.491 -0.129 -0.741 0.115
```
Positions in Å, forces in eV/Å.

The calculation puts the HOMO-LUMO gap at 10.8 eV. Its SMILES is O=S1(=O)CCN[C@H]1O. The calculation puts the energy relative to the best compared isomer or geometry (same formula, charge and spin) at 1.478 eV. The LUMO energy is 0.602 eV.

3.
The following is a quantum chemistry calculation of a single C3H7NO4 molecule in a non-equilibrium geometry, from OMol25.

XYZ file:
```
15
Properties=species:S:1:pos:R:3:forces:R:3:lowdin_charge:R:1
O 1.59395 -0.01372 1.37068 0.221 0.878 1.513 0.067
O -1.19258 -1.89166 0.61694 0.156 0.313 0.571 0.056
O -1.70502 0.55466 -0.22930 -0.837 -0.251 -0.634 0.027
O -0.66968 -0.92662 2.51520 0.028 -0.153 -0.976 0.111
N -0.47290 -1.19030 1.33579 -0.250 -1.107 0.864 -0.363
C 0.43072 0.64791 -1.64511 -4.065 -0.938 0.926 -0.018
C 0.60631 -0.54495 0.65469 -1.200 2.644 -2.590 -0.256
C -0.38353 0.74458 -0.32347 3.190 -3.481 0.013 -0.269
H -0.21205 1.67397 0.06287 0.855 2.339 1.654 0.106
H -0.29519 0.96755 -2.36437 0.263 1.012 -1.020 0.084
H -1.87928 -0.37762 -0.38549 -0.499 -0.499 -0.177 0.086
H 1.12875 -1.06346 -0.10987 -0.682 -1.397 -0.571 0.136
H 0.60545 -0.35681 -1.90244 0.406 -1.352 -0.311 0.059
H 1.13135 0.62288 1.91722 0.485 0.506 0.896 0.111
H 1.31368 1.15358 -1.51335 1.929 1.486 -0.159 0.063
```
Positions in Å, forces in eV/Å.

The calculation puts the HOMO-LUMO gap at 9.5 eV. Its SMILES is C[C@@H](O)[C@@H](O)[N+](=O)[O-]. The calculation puts the energy relative to the best compared isomer or geometry (same formula, charge and spin) at 6.055 eV. The LUMO energy is -0.186 eV.

4.
The following is a quantum chemistry calculation of 2 unconnected molecules or ions with the total composition C3H7NO4 in a non-equilibrium geometry, from OMol25.

XYZ file:
```
15
Properties=species:S:1:pos:R:3:forces:R:3:lowdin_spin:R:1
O 0.03602 -2.25247 1.75705 0.889 -0.219 -1.011 0.007
O -1.07514 -0.65183 -4.69090 0.170 0.001 0.013 0.000
O -0.38130 3.04034 0.04398 0.249 0.446 0.706 0.518
O 0.02849 -0.43550 3.06001 0.449 0.064 0.000 0.005
N 0.24031 1.10979 0.95561 -0.087 0.399 -1.123 0.369
C 0.30070 -0.99672 2.03617 -1.115 0.170 1.048 0.027
C -0.22385 1.83002 -0.08528 -0.432 0.171 0.042 0.000
C 0.88024 -0.17886 0.88197 0.199 -0.098 -0.301 0.046
H -0.06251 -2.80044 2.54742 -0.308 0.125 0.328 0.002
H 1.94646 -0.03703 1.08494 0.068 -0.089 0.024 0.019
H -1.62386 0.02346 -4.28908 -0.183 0.094 -0.015 0.000
H 0.31289 1.65272 1.79582 0.133 0.174 1.084 0.003
H -0.65326 -1.11187 -3.96097 -0.013 -0.118 -0.029 0.000
H -0.50036 1.41386 -1.02682 0.163 -1.014 -0.753 0.004
H 0.77517 -0.60547 -0.10992 -0.183 -0.107 -0.013 0.000
```
Positions in Å, forces in eV/Å.

The calculation puts the HOMO-LUMO gap (spin up / spin down) at 9.4 / 4.4 eV. The calculation puts the energy relative to the best compared isomer or geometry (same formula, charge and spin) at 0.716 eV. The LUMO energy (spin up / spin down) is -4.925 / -9.852 eV. The net charge is +1. Its spin multiplicity is 2.

5.
The following is a quantum chemistry calculation of a single C3H7NOS molecule in a non-equilibrium geometry, from OMol25.

XYZ file:
```
13
Properties=species:S:1:pos:R:3:forces:R:3:lowdin_charge:R:1
S 1.09951 1.29901 0.05961 1.299 -0.015 1.046 0.872
O -2.68807 -0.18550 0.05942 -0.720 -0.098 -0.902 -0.051
N 1.49149 -0.32744 -0.24725 1.091 0.662 -0.576 -0.375
C -1.31095 -0.16193 0.20545 2.650 -0.637 -0.694 -0.358
C -0.61097 1.21924 -0.14657 -3.470 -2.110 -1.314 -0.516
C 2.68226 -0.70507 0.03360 -1.392 -1.606 1.095 -0.167
H 3.32494 -0.24265 0.81403 -0.020 0.145 -1.049 0.071
H -0.87992 1.32122 -1.21946 0.082 0.554 0.597 0.081
H 2.81804 -1.78497 -0.21768 0.535 0.969 0.166 0.074
H -1.05443 -0.47973 1.18275 0.244 0.198 1.499 0.093
H -1.21629 1.86968 0.47129 0.531 0.915 -0.015 0.078
H -2.84586 -0.86481 -0.61420 -0.386 0.516 0.323 0.099
H -0.80976 -0.95704 -0.38099 -0.444 0.506 -0.177 0.101
```
Positions in Å, forces in eV/Å.

The calculation puts the HOMO-LUMO gap at 9.3 eV. Its SMILES is C=NSCCO. The calculation puts the energy relative to the best compared isomer or geometry (same formula, charge and spin) at 2.652 eV. The LUMO energy is 0.748 eV.

6.
The following is a quantum chemistry calculation of a single C3H7NOS molecule in a non-equilibrium geometry, from OMol25.

XYZ file:
```
13
Properties=species:S:1:pos:R:3:forces:R:3:lowdin_charge:R:1
S 0.32853 1.84040 -1.51445 -0.353 -0.972 0.965 0.681
O 1.59697 -0.71871 2.43366 0.050 0.260 0.554 -0.067
N 1.32243 -0.89655 1.09102 -0.797 0.565 -0.387 -0.013
C -1.31470 -0.32189 -0.95454 0.271 1.482 0.410 -0.151
C 0.54916 0.04584 0.72028 0.744 -0.249 -1.258 -0.194
C 0.14691 0.09420 -0.76040 0.331 1.135 0.443 -0.642
H -1.57310 -0.18852 -2.00282 -0.086 -0.546 -0.058 0.064
H 1.93077 -1.56061 2.72190 0.376 -0.550 0.143 0.079
H 0.30937 0.80837 1.45567 -0.440 0.157 -0.191 0.125
H -0.81679 2.28565 -0.92519 0.511 -0.055 -0.290 -0.138
H 0.89863 -0.51395 -1.29269 -0.625 0.122 0.039 0.097
H -1.42731 -1.32144 -0.55477 -0.502 -0.179 -0.116 0.075
H -1.95088 0.44721 -0.41766 0.519 -1.172 -0.253 0.085
```
Positions in Å, forces in eV/Å.

The calculation puts the HOMO-LUMO gap at 10.2 eV. Its SMILES is C[C@@H](S)/C=N/O. The calculation puts the energy relative to the best compared isomer or geometry (same formula, charge and spin) at 2.603 eV. The LUMO energy is 0.926 eV.

no.,DFT total energy (a.u.)
1,-797.09907
2,-797.11101
3,-474.06373
4,-473.87212
5,-646.61452
6,-646.61631